[1]
The following is a quantum chemistry calculation of a structure of composition C31H61BrF12NO10S at a distorted geometry, from the Open Molecules 2025 dataset.

Geometry as XYZ:
```
117
Properties=species:S:1:pos:R:3:mulliken_charge:R:1
C -3.69028 4.29867 -0.48591 -1.29
C -2.20617 4.27709 -0.26248 0.40
C -1.56749 5.28491 0.48072 -0.56
C -0.18454 5.24376 0.68453 -1.13
C 0.58816 4.19101 0.16666 -0.40
C -0.03887 3.16631 -0.56574 0.41
C 0.79017 2.04091 -1.09298 -1.37
N 0.75427 0.80511 -0.18929 0.09
Br -0.89135 -0.12595 -0.41815 0.23
C 1.08137 1.15670 1.24593 -0.73
C -0.10527 1.57560 2.11216 -1.15
C -0.51963 0.52484 3.11183 0.67
F -1.66336 0.89652 3.70147 -0.28
F -0.72134 -0.67509 2.57317 -0.20
F 0.39452 0.38430 4.06273 -0.30
S 2.08975 -0.27569 -0.84188 1.39
O 1.99403 -0.29234 -2.25490 -0.57
O 3.25619 0.23905 -0.21670 -0.63
C 1.83858 -2.02408 -0.15547 0.22
F 1.18765 -1.98072 0.99786 -0.15
F 3.07993 -2.39263 0.07344 -0.21
C 1.19958 -3.02860 -1.17822 0.99
F 0.25036 -2.44426 -1.91194 -0.22
F 2.18237 -3.39848 -1.98803 -0.31
C 0.60298 -4.31845 -0.51779 0.48
F 0.65801 -5.25319 -1.46390 -0.25
F 1.33978 -4.69583 0.51158 -0.29
C -0.89390 -4.20954 -0.10225 0.48
F -1.13004 -3.06079 0.51631 -0.10
F -1.66658 -4.28933 -1.15024 -0.24
F -1.16847 -5.18868 0.72155 -0.26
C -1.42624 3.23582 -0.78311 -0.11
H -4.16306 3.80662 0.36187 0.31
H -4.04647 5.31677 -0.57766 0.18
H -3.93408 3.70023 -1.35766 0.41
H -2.16571 6.09301 0.87262 0.69
H 0.29593 6.02696 1.24980 0.45
H 1.65565 4.19445 0.33713 0.51
H 1.83571 2.33281 -1.14885 0.66
H 0.48353 1.75028 -2.09028 0.55
H 1.78451 1.97623 1.18493 0.39
H 1.61161 0.33852 1.71831 0.95
H -0.96321 1.92227 1.55018 0.30
H 0.21263 2.43090 2.70073 0.50
H -1.90079 2.47056 -1.37869 0.46
C -3.32655 -3.00169 4.10518 -0.54
C -4.38958 -2.15226 4.77717 -0.34
O -3.82411 -1.23278 5.71013 -0.46
H -2.75348 -3.55234 4.85132 0.23
H -3.77518 -3.71487 3.41219 0.38
H -2.62634 -2.37307 3.54749 -0.09
H -5.07502 -2.77719 5.34526 0.31
H -4.97088 -1.60306 4.02914 0.28
H -3.22494 -0.65738 5.22370 0.23
C -1.63352 1.85423 7.44978 -1.14
C -0.80702 0.58079 7.47314 -0.01
O -1.47480 -0.46801 8.16235 -0.47
H -1.85339 2.18025 8.46574 0.35
H -1.10654 2.65762 6.93089 0.34
H -2.58842 1.68527 6.94536 0.28
H 0.13593 0.74837 7.99208 0.35
H -0.58024 0.25545 6.45109 0.06
H -2.30458 -0.63192 7.70105 0.27
C 2.02482 -3.78280 -5.45166 -0.28
C 1.30079 -2.48220 -5.73759 -0.41
O -0.01003 -2.45779 -5.16642 -0.58
H 1.45910 -4.63072 -5.83673 0.28
H 3.01378 -3.79903 -5.90468 0.27
H 2.13498 -3.92433 -4.37115 -0.15
H 1.16814 -2.34200 -6.80847 0.40
H 1.87758 -1.63219 -5.35482 0.16
H 0.08799 -2.57623 -4.21779 0.27
C 1.72063 -3.59418 8.76352 -0.91
C 0.27607 -3.94981 9.06912 -0.15
O -0.35404 -2.97224 9.88257 -0.50
H 2.28551 -3.47872 9.68861 0.26
H 2.19766 -4.36559 8.15600 0.32
H 1.77567 -2.64610 8.22209 0.25
H 0.22482 -4.88749 9.62076 0.29
H -0.28871 -4.07443 8.13689 0.17
H -0.33815 -2.13640 9.40219 0.26
C -3.31635 9.61429 0.08247 -1.14
C -3.58530 8.38505 -0.76036 0.06
O -4.38491 7.42543 -0.05274 -0.51
H -2.80815 9.33930 1.00821 0.29
H -2.69833 10.32465 -0.46386 0.30
H -4.25262 10.10627 0.35560 0.33
H -2.65032 7.88642 -1.01702 0.04
H -4.08723 8.66003 -1.69039 0.37
H -5.22077 7.84787 0.16712 0.28
C -0.35852 9.21132 -4.44448 -1.10
C -1.80405 9.08696 -4.00062 -0.13
O -2.16044 10.08808 -3.04883 -0.45
H 0.30984 9.14477 -3.58532 0.29
H -0.09727 8.42555 -5.15449 0.34
H -0.18367 10.17641 -4.92418 0.33
H -1.97170 8.12887 -3.50902 0.19
H -2.47527 9.14522 -4.86333 0.30
H -2.03688 10.94627 -3.46596 0.28
C 3.52086 -6.94267 -2.89358 -0.77
C 4.01106 -7.02512 -4.32708 -0.05
O 5.01660 -8.01871 -4.50308 -0.56
H 4.34645 -6.72067 -2.21568 0.29
H 2.76311 -6.16237 -2.80055 -0.02
H 3.07857 -7.88921 -2.57421 0.43
H 4.46016 -6.07845 -4.62191 0.14
H 3.17593 -7.22337 -5.00480 0.24
H 4.63921 -8.87128 -4.26754 0.31
C 4.33057 -7.39466 -8.92682 -1.04
C 4.00843 -5.93935 -8.64618 -0.33
O 4.04708 -5.64678 -7.24848 -0.41
H 3.63104 -8.04611 -8.40246 0.27
H 4.27549 -7.60870 -9.99474 0.36
H 5.33550 -7.64206 -8.57813 0.32
H 2.99942 -5.69936 -8.97830 0.28
H 4.70590 -5.28439 -9.17820 0.29
H 4.93824 -5.84119 -6.93999 0.25
```

Values from the calculation:
E_HOMO   -11.068 eV
Charge   +1
Largest force on an atom   1.61 eV/Å
Multiplicity   1
ΔE to the lowest compared entry with this formula, charge and spin   0.0000 eV

***

[2]
The following is a quantum chemistry calculation of a cluster of 5 separate species, C31H62Cl2N2O19PS4 in total at a distorted geometry, from the Open Molecules 2025 dataset.

Geometry as XYZ:
```
121
Properties=species:S:1:pos:R:3:mulliken_charge:R:1
C -0.03769 4.33019 -5.38009 -1.08
C -0.90458 3.85152 -4.04337 0.25
C -2.40963 3.31056 -4.40347 -0.61
C -2.47813 1.78451 -4.99704 -0.58
C -1.40092 0.73450 -4.31566 0.79
C -1.63503 -0.83455 -4.73515 -0.83
C -2.89413 -1.57193 -3.98615 -0.33
C -3.23505 -1.01155 -2.48377 0.57
C -4.65389 -1.71121 -1.95008 -0.23
C -5.30951 -0.90410 -0.68131 -0.81
C -4.28646 -0.76540 0.61866 -0.38
C -3.59232 0.74419 0.70300 -0.70
C -1.92642 0.67422 0.57027 0.14
C -1.26524 2.18606 0.71276 -0.88
C -0.22194 2.55687 -0.53242 1.42
C 1.28032 2.96327 -0.04773 -1.24
C 2.49761 2.03189 -0.71854 0.61
P 2.27071 2.01774 -2.57671 0.76
O 3.58495 1.65825 -3.43976 -0.73
C 3.88177 2.92691 -0.41310 0.19
O 3.90200 3.94988 0.48588 -0.71
O 5.19163 2.64129 -1.05776 -0.72
N 2.60738 0.80253 0.06901 0.65
N 3.64772 0.93364 0.97060 -0.50
C 3.32156 0.40946 2.34907 -0.35
C 2.44470 1.52206 3.22637 -0.48
C 2.48001 -0.52044 -0.57139 -1.24
Cl 0.78848 -0.92130 -1.30179 0.22
C 3.72807 -0.96340 -1.59182 0.28
C 4.49752 -2.30928 -0.96951 -1.00
Cl 2.90861 -1.54099 -3.17547 -0.18
H 0.49934 3.37794 -5.80774 0.24
H -0.69966 4.90654 -6.15782 0.33
H 0.78037 5.10723 -4.99924 0.33
H -0.28075 3.11529 -3.38055 -0.46
H -1.05578 4.84727 -3.40243 0.32
H -2.83383 4.02544 -5.24866 0.32
H -3.10442 3.37169 -3.46135 0.22
H -3.59443 1.39419 -4.85902 0.18
H -2.21199 1.80878 -6.15557 0.32
H -1.34700 0.92923 -3.15625 -0.59
H -0.33520 1.04610 -4.75079 0.32
H -1.85499 -0.84157 -5.90260 0.32
H -0.60778 -1.42614 -4.60556 0.19
H -2.58836 -2.71469 -3.85771 -0.17
H -3.89510 -1.58438 -4.63246 0.34
H -2.40284 -1.41570 -1.74395 -0.08
H -3.37315 0.15191 -2.41176 0.06
H -4.46348 -2.83893 -1.63268 -0.22
H -5.43885 -1.76213 -2.84486 0.35
H -6.32250 -1.47126 -0.40557 0.29
H -5.65204 0.16057 -1.08775 0.33
H -4.86106 -1.00583 1.62049 0.37
H -3.39059 -1.54513 0.52325 0.20
H -4.08490 1.37383 -0.16800 0.26
H -3.83535 1.29619 1.72371 0.32
H -1.51150 -0.00688 1.43851 0.30
H -1.72006 0.23555 -0.49543 -0.39
H -2.19363 2.93468 0.66459 0.35
H -0.76493 2.38501 1.76273 0.24
H -0.70907 3.51328 -1.05321 0.05
H -0.29934 1.69327 -1.31364 -0.95
H 1.45737 4.08876 -0.40560 0.35
H 1.30993 2.96514 1.12741 0.17
H 1.94901 3.39335 -2.98941 -0.05
H 1.21574 1.20323 -3.11824 -0.02
H 4.51768 0.43970 0.67788 0.26
H 4.36321 0.32720 2.92625 0.28
H 2.86164 -0.66793 2.37383 0.21
H 1.36086 1.52563 2.77514 -0.04
H 2.36482 1.17413 4.34148 0.31
H 2.95428 2.60136 3.21483 0.14
H 2.57068 -1.32875 0.30810 0.20
H 4.51435 -0.10931 -1.74845 0.45
H 4.76848 -2.11982 0.17706 0.24
H 5.43345 -2.52419 -1.63822 0.35
H 3.72925 -3.20783 -1.08472 0.24
C -1.81599 -7.18163 -1.56094 -0.17
C -1.27814 -5.75392 -1.51542 -0.37
O -2.19558 -4.98465 -2.28956 -0.28
S -3.68648 -5.62873 -2.13852 1.11
O -4.40016 -4.88204 -1.12646 -0.64
O -4.21685 -5.86819 -3.46055 -0.54
O -3.23550 -7.05652 -1.49360 -0.29
H -1.56153 -7.66866 -2.50783 0.18
H -1.44685 -7.78853 -0.72986 0.32
H -0.26814 -5.67607 -1.92482 0.36
H -1.28732 -5.36177 -0.49294 0.27
C 3.62415 4.84564 6.49624 -0.14
C 5.14406 4.77949 6.61961 -0.36
O 5.39949 3.69362 7.50753 -0.33
S 4.23815 2.56508 7.31226 1.08
O 4.74524 1.54529 6.42118 -0.53
O 3.66800 2.26761 8.60564 -0.53
O 3.18362 3.48886 6.48009 -0.28
H 3.17910 5.33790 7.36696 0.13
H 3.30589 5.36073 5.58592 0.33
H 5.57092 5.70607 7.01077 0.32
H 5.60777 4.54388 5.65587 0.31
C -3.69815 -7.95215 -7.01440 -0.25
C -2.46411 -8.52603 -7.70543 -0.33
O -1.66713 -9.06920 -6.65539 -0.32
S -2.64920 -9.61634 -5.47362 1.02
O -2.82256 -11.04057 -5.65431 -0.56
O -2.23158 -9.02665 -4.22291 -0.46
O -4.01191 -8.87130 -5.96945 -0.29
H -3.47908 -6.98086 -6.55926 0.22
H -4.54443 -7.84970 -7.69894 0.33
H -1.90654 -7.76735 -8.25977 0.32
H -2.73547 -9.34404 -8.38111 0.28
C 1.72090 3.77667 11.80291 -0.19
C 3.06588 4.08144 12.45704 -0.35
O 3.55786 5.23500 11.77879 -0.30
S 2.29461 6.16099 11.32362 1.07
O 2.11970 7.20265 12.31129 -0.56
O 2.41082 6.42903 9.90904 -0.49
O 1.12506 5.04729 11.54662 -0.32
H 1.85567 3.26422 10.84490 0.21
H 1.07470 3.17572 12.44832 0.29
H 3.77052 3.25130 12.36688 0.32
H 2.94065 4.33898 13.51407 0.29
```

Values from the calculation:
E_HOMO   -4.266 eV
Charge   -1
Largest force on an atom   8.31 eV/Å
Multiplicity   1